# C57H118O45P6

A cluster of 13 separate species, C57H118O45P6 in total at a distorted geometry (ωB97M-V with the def2-TZVPD basis set, the OMol25 dataset).

Results
HOMO energy = -9.99 eV
LUMO energy = -0.2 eV
relative energy (zero: lowest compared OMol25 entry of this formula, charge and spin) = 79.1 kcal/mol
energy = -208905.6012 eV
HOMO-LUMO gap = 9.76 eV

Each line ends with the Mulliken charge.
Geometry (Å):
1 C -3.695733 5.007253 1.212149  0.485
2 C -2.982709 3.688619 1.356986  0.808
3 O -4.059109 2.899200 1.842935  0.311
4 C -5.204269 3.553988 1.899118  0.268
5 O -6.261767 2.982397 2.125532  -0.642
6 O -5.000856 4.851295 1.681202  -0.337
7 H -3.671168 5.332899 0.172228  0.302
8 H -3.297169 5.850888 1.775646  -0.431
9 H -2.003742 3.678239 1.836177  -0.077
10 H -2.710512 3.363601 0.352810  -0.780
11 C -3.545046 -5.196690 3.280561  -0.558
12 C -4.206700 -3.921938 2.873740  -0.488
13 O -3.059163 -3.054612 2.978190  0.341
14 C -1.982282 -3.685260 2.805011  0.255
15 O -0.927458 -3.074181 2.685104  -0.468
16 O -2.195134 -4.951527 2.860873  -0.340
17 H -4.042641 -5.948893 2.668443  0.336
18 H -3.616366 -5.520617 4.318872  0.309
19 H -5.004491 -3.486556 3.475463  0.385
20 H -4.486898 -3.889169 1.820876  0.249
21 C -0.657971 -0.062960 -0.303312  1.222
22 C -1.843947 -0.397962 0.542939  1.313
23 O -1.564874 0.132285 1.773956  0.509
24 C -0.681877 1.011447 1.665463  -0.228
25 O -0.393283 1.848012 2.507127  -0.582
26 O -0.170553 0.977691 0.472660  -0.135
27 H -1.049799 0.263082 -1.266777  -0.494
28 H 0.076631 -0.868235 -0.300584  -0.140
29 H -1.886417 -1.486017 0.592089  -0.373
30 H -2.679297 -0.017350 -0.044787  -0.947
31 C -0.184033 1.009792 -6.762738  -0.490
32 C 0.092315 -0.333512 -6.132711  -0.054
33 O 0.541889 -0.043451 -4.851376  0.139
34 C 0.082195 1.188472 -4.532713  0.114
35 O 0.114093 1.714165 -3.415728  -0.199
36 O -0.357049 1.825928 -5.652907  -0.353
37 H -1.081960 1.061089 -7.378524  0.308
38 H 0.681608 1.347430 -7.332614  0.317
39 H 0.864225 -0.869635 -6.684831  0.185
40 H -0.858368 -0.866683 -6.126892  0.144
41 C 0.705794 4.175014 -1.078169  0.504
42 C 1.847114 5.052469 -0.742106  -0.204
43 O 1.278866 6.091458 -0.020922  -0.372
44 C 0.010224 5.715374 0.331678  0.249
45 O -0.731995 6.396332 1.032233  -0.587
46 O -0.313667 4.510874 -0.159369  0.077
47 H 1.026725 3.183449 -0.758958  -0.375
48 H 0.355360 4.288986 -2.103988  0.186
49 H 2.234631 5.338253 -1.719993  0.368
50 H 2.583503 4.494160 -0.164079  0.133
51 C -7.593376 0.324644 -0.641541  -0.431
52 C -6.269984 1.059567 -1.042581  0.186
53 O -5.298018 0.288347 -0.295637  0.290
54 C -5.871105 -0.549299 0.606532  0.322
55 O -5.276615 -1.258964 1.405867  -0.488
56 O -7.140674 -0.608920 0.312276  -0.423
57 H -7.907806 -0.219459 -1.532150  0.295
58 H -8.402430 1.011295 -0.392494  0.357
59 H -6.224600 2.048308 -0.586027  0.062
60 H -6.081457 1.048269 -2.116099  -0.192
61 C -3.761183 0.189648 3.800245  1.255
62 C -3.353446 1.344550 4.693536  1.266
63 O -4.670019 1.770724 5.178376  -0.381
64 C -5.541388 0.801536 5.115010  0.591
65 O -6.598976 0.795673 5.741163  -0.668
66 O -4.998187 -0.244888 4.421271  -0.477
67 H -3.017183 -0.606874 3.789196  -0.004
68 H -4.048162 0.477812 2.788957  -0.668
69 H -2.837233 2.160236 4.187287  -1.247
70 H -2.738569 1.016676 5.531700  0.294
71 C 4.329934 -2.030005 -8.506034  -1.229
72 C 4.031227 -1.151454 -7.266377  0.236
73 O 5.109484 -1.320391 -6.370971  -0.341
74 P 5.370628 -2.645341 -5.499500  0.557
75 O 6.821101 -3.043902 -5.340535  -0.824
76 O 4.579127 -2.444830 -4.084504  -0.424
77 C 3.240583 -1.971875 -4.052384  0.052
78 C 2.695478 -1.965549 -2.613011  -0.452
79 O 4.427291 -3.765448 -6.169181  0.018
80 C 4.513479 -5.148030 -5.810748  0.297
81 C 3.851490 -5.832466 -6.967085  -1.354
82 H 4.431811 -3.100747 -8.329312  0.131
83 H 3.542935 -1.942038 -9.255020  0.414
84 H 5.286107 -1.748694 -8.947287  0.354
85 H 4.025835 -0.109425 -7.586128  0.479
86 H 3.119928 -1.509330 -6.787255  -0.049
87 H 3.092800 -0.960368 -4.430696  0.083
88 H 2.681736 -2.663144 -4.683208  0.679
89 H 2.793749 -2.976583 -2.217721  -0.012
90 H 3.225566 -1.276295 -1.955715  -0.001
91 H 1.652495 -1.650958 -2.576520  0.053
92 H 5.507368 -5.539798 -5.594405  0.331
93 H 3.893069 -5.185810 -4.915343  -0.105
94 H 3.653442 -6.892009 -6.805103  0.432
95 H 2.816149 -5.534141 -7.131843  0.258
96 H 4.277083 -5.739793 -7.966277  0.371
97 C 6.685337 1.043119 -3.848331  -1.145
98 C 6.650465 0.108846 -2.591565  0.107
99 O 6.974491 0.863423 -1.427734  -0.387
100 P 6.294005 0.445100 -0.014059  0.646
101 O 6.625841 -0.946052 0.480201  -0.772
102 O 4.752011 0.655081 -0.271972  0.184
103 C 4.232103 1.784736 -0.812129  -0.490
104 C 3.076580 1.580343 -1.831908  -0.034
105 O 6.667918 1.684061 1.007153  -0.379
106 C 8.063585 1.598836 1.537932  -0.433
107 C 7.902414 2.504626 2.813824  -1.119
108 H 6.447124 0.532201 -4.781240  0.241
109 H 5.962198 1.844403 -3.696326  0.252
110 H 7.614607 1.604226 -3.946835  0.390
111 H 5.756216 -0.510668 -2.523638  -0.071
112 H 7.442461 -0.635910 -2.670214  0.488
113 H 3.685216 2.298383 -0.021444  0.247
114 H 5.046912 2.402079 -1.190389  0.439
115 H 3.408728 0.905535 -2.620840  -0.016
116 H 2.203066 1.136176 -1.354642  -0.405
117 H 2.836228 2.507520 -2.352167  0.562
118 H 8.360865 0.575237 1.765899  0.370
119 H 8.836474 1.839465 0.807975  0.341
120 H 7.826320 3.543502 2.492840  0.282
121 H 7.063866 2.200610 3.440340  0.284
122 H 8.812248 2.352027 3.394361  0.400
123 C -7.742313 -0.201643 -5.590995  -1.111
124 C -6.301793 -0.072499 -6.111905  -0.431
125 O -5.529113 0.573655 -5.115250  -0.349
126 P -4.077533 -0.056823 -4.798454  0.160
127 O -3.092670 0.013143 -5.939208  -0.665
128 O -3.640409 0.748255 -3.459302  1.085
129 C -3.658427 2.160302 -3.527863  -1.271
130 C -3.238369 2.594111 -2.143861  0.400
131 O -4.426288 -1.492848 -4.053937  -0.334
132 C -3.499276 -2.450815 -3.574426  -0.531
133 C -2.726515 -1.930917 -2.364650  0.317
134 H -7.734705 -0.714693 -4.629319  0.243
135 H -8.325003 0.707110 -5.440201  0.307
136 H -8.270686 -0.796714 -6.335855  0.390
137 H -5.890134 -1.010374 -6.484779  0.399
138 H -6.266933 0.608890 -6.961971  0.331
139 H -2.974403 2.523191 -4.295015  0.281
140 H -4.679353 2.477960 -3.739753  0.486
141 H -2.157711 2.715077 -2.219018  -0.106
142 H -3.712649 3.566455 -2.010750  0.475
143 H -3.494907 1.988668 -1.274529  -0.533
144 H -4.123269 -3.325852 -3.392692  0.344
145 H -2.681329 -2.598508 -4.279594  0.304
146 H -2.050813 -2.746512 -2.107109  0.163
147 H -2.286173 -0.934118 -2.340126  -0.469
148 H -3.537529 -1.707665 -1.671460  0.055
149 C 0.600001 1.137014 5.790908  -0.337
150 C 1.819771 0.188091 6.001246  -0.399
151 O 1.594397 -0.474399 7.242989  -0.363
152 P 2.586851 -1.738850 7.585427  0.849
153 O 2.484033 -2.252775 8.993776  -0.768
154 O 2.211899 -2.819484 6.420651  -0.281
155 C 1.089045 -3.638452 6.592905  -0.665
156 C -0.206430 -3.139577 5.946374  -0.625
157 O 4.035900 -1.214197 7.087566  -0.181
158 C 5.241073 -1.988717 7.289216  -0.193
159 C 6.343465 -1.009561 7.424523  -1.254
160 H 0.584354 1.486446 4.758557  0.086
161 H -0.253946 0.478803 5.950995  0.003
162 H 0.660051 1.938834 6.526824  0.295
163 H 1.795517 -0.524209 5.176543  0.304
164 H 2.746371 0.747439 5.872156  0.442
165 H 1.334494 -4.620779 6.189314  0.368
166 H 0.847785 -3.724410 7.652392  0.393
167 H -0.463298 -2.172996 6.379763  0.257
168 H -0.011687 -2.972149 4.887061  -0.016
169 H -0.966844 -3.920141 5.970630  0.435
170 H 5.261831 -2.628996 8.171100  0.355
171 H 5.328690 -2.617215 6.402987  0.276
172 H 6.113227 -0.311881 8.229721  0.322
173 H 7.266799 -1.518190 7.701714  0.399
174 H 6.443036 -0.366685 6.549932  0.278
175 C -4.283010 8.471622 2.900729  -0.494
176 C -4.286300 9.083593 4.282917  -0.354
177 O -3.091435 8.826755 5.017860  -0.296
178 P -2.748813 7.430325 5.866555  0.527
179 O -3.472611 7.237482 7.103176  -0.798
180 O -3.031514 6.316844 4.719264  0.114
181 C -2.870606 4.953324 4.928774  0.010
182 C -1.399809 4.544897 4.874088  0.060
183 O -1.135074 7.420499 5.895626  -0.352
184 C -0.452308 8.056530 4.805059  0.258
185 C 0.986033 7.501461 4.803820  -1.299
186 H -3.352928 7.937164 2.707340  -0.170
187 H -5.201987 7.888553 2.840596  0.234
188 H -4.397277 9.271712 2.169358  0.461
189 H -4.458637 10.150126 4.138337  0.292
190 H -5.094147 8.709244 4.911677  0.331
191 H -3.242058 4.710875 5.924431  0.421
192 H -3.443355 4.370312 4.207543  -0.406
193 H -0.877085 4.839462 5.784083  0.583
194 H -1.268233 3.467866 4.770265  -0.247
195 H -0.897115 5.042129 4.044534  -0.225
196 H -0.961804 7.878131 3.858123  0.014
197 H -0.434424 9.121820 5.035130  0.398
198 H 1.557260 7.964157 3.999017  0.378
199 H 1.542364 7.646966 5.729790  0.343
200 H 0.962313 6.420955 4.662196  0.244
201 C 1.044191 -7.649321 -5.617240  -1.544
202 C 0.919948 -6.682039 -4.459297  0.642
203 O 1.074472 -7.373940 -3.201574  -0.377
204 P 2.056889 -6.670087 -2.121602  0.898
205 O 3.333639 -6.082908 -2.558937  -0.723
206 O 2.263864 -7.913618 -1.015293  -0.464
207 C 1.139493 -8.616098 -0.488133  -0.316
208 C 0.413987 -7.858397 0.666601  -0.972
209 O 1.011259 -5.631885 -1.311541  -0.024
210 C 1.343179 -4.710770 -0.226738  -0.931
211 C 0.318133 -3.560366 -0.012616  0.205
212 H 2.017291 -8.138482 -5.660810  0.338
213 H 0.299340 -8.439397 -5.521992  0.362
214 H 0.934234 -7.275645 -6.635257  0.423
215 H 1.682785 -5.923323 -4.634044  -0.288
216 H -0.105755 -6.313530 -4.444144  0.236
217 H 0.369513 -8.950359 -1.183483  0.183
218 H 1.417572 -9.612880 -0.145772  0.472
219 H -0.156628 -8.560382 1.274652  0.456
220 H 1.125327 -7.495998 1.408733  0.281
221 H -0.149467 -6.983044 0.343512  0.159
222 H 1.419172 -5.374176 0.634785  0.405
223 H 2.361408 -4.361548 -0.398030  0.479
224 H 0.208981 -3.021423 -0.953740  -0.310
225 H -0.690956 -3.872208 0.256824  -0.031
226 H 0.678974 -2.927034 0.797801  0.455

Cartesian forces, eV/Å:
1.6 2.6 -0.2
0.0 0.4 -1.4
1.5 -1.9 0.5
-2.4 -1.2 0.6
1.7 1.4 -0.5
-1.4 -0.5 -0.1
-0.4 0.0 -0.1
0.4 -0.3 0.1
-0.6 -0.2 1.2
-0.3 -0.4 -0.1
-1.2 -1.0 -0.8
0.4 1.5 0.2
-3.9 3.3 0.4
3.8 2.5 0.1
-0.7 -1.6 -0.2
0.5 -3.8 0.0
0.7 -0.6 0.0
0.3 0.4 0.1
0.1 -0.3 0.1
-0.2 -0.3 0.0
-0.2 -0.8 0.2
-0.7 -3.0 -2.5
-3.6 -2.4 2.2
2.2 4.3 1.9
-0.1 -1.1 -0.8
3.0 2.5 -2.0
1.0 0.1 -0.2
0.1 0.2 -0.6
-0.6 0.1 0.4
-0.8 0.3 1.3
0.4 -0.2 -1.2
-0.7 -1.0 -2.1
-0.1 0.9 1.6
0.3 1.8 1.9
-0.2 -1.6 -2.9
-0.1 0.7 2.2
0.1 -0.2 0.1
0.0 0.3 -0.1
-0.1 -0.2 0.2
0.2 -0.4 0.4
-0.1 -2.3 0.3
1.0 -0.6 -1.2
-1.3 0.7 0.7
-1.5 2.1 2.1
1.7 -1.6 -1.6
-0.2 1.1 0.2
-0.5 -0.4 -1.1
-0.1 -0.4 0.1
0.6 0.7 0.4
0.2 0.4 0.1
1.3 0.4 -2.1
-0.5 -0.4 1.8
1.2 0.3 -0.1
1.9 -1.1 -0.2
-1.2 1.7 -1.6
-2.7 -0.5 1.4
-0.3 -0.3 0.2
0.2 -0.3 0.9
-0.1 0.2 -0.5
0.3 -0.1 0.2
-0.4 0.0 0.0
-0.9 -0.1 -0.2
1.8 1.9 0.0
-1.8 -1.7 1.8
2.2 -0.2 -2.0
-0.4 -0.1 0.2
-0.4 -0.1 0.0
0.4 0.1 0.0
-0.4 -0.1 0.0
-0.2 0.0 0.2
-0.1 0.1 -0.4
0.3 -1.8 -1.5
0.8 -0.6 1.4
1.5 -1.4 1.1
-3.3 1.2 -0.2
1.5 0.7 -0.6
-1.0 0.0 0.6
0.5 -0.5 -0.3
1.3 1.7 -0.3
-1.1 0.0 0.0
-1.3 -1.4 -0.7
-0.2 0.2 0.5
0.0 0.3 -0.1
-0.1 0.4 -0.1
-0.3 0.0 0.4
-0.2 0.5 -0.1
0.6 0.1 -0.4
-0.5 0.1 0.0
-0.1 0.0 0.2
0.3 -0.1 -0.1
-0.1 -0.1 -0.3
0.1 0.5 -0.1
0.2 -0.7 0.2
0.7 -0.3 0.2
-0.1 0.8 0.3
0.7 0.2 0.3
-0.5 0.1 1.3
1.4 -0.4 -1.7
-0.8 0.5 1.6
1.3 -1.6 1.1
-0.7 3.0 -1.1
0.4 -2.6 0.8
-2.2 2.6 -0.8
1.4 -0.8 -0.3
1.0 -2.2 -2.1
-1.5 0.5 1.5
1.5 -0.9 -1.2
0.1 -0.2 0.2
-0.4 -0.1 -0.1
0.3 -0.5 0.1
-0.4 0.5 0.2
0.1 -0.1 -0.2
0.6 0.5 0.4
-0.3 0.3 -0.3
-0.1 -0.2 -0.1
0.0 0.2 0.0
-0.1 0.1 0.4
-0.8 -0.2 0.4
-0.4 1.0 -0.2
-0.1 0.0 0.2
0.0 0.0 -0.4
0.1 0.4 0.2
0.4 -0.7 -0.3
-1.6 1.1 -0.8
2.1 -1.0 1.1
0.8 -0.5 1.0
-1.7 -0.6 1.9
-0.5 -1.5 -1.9
-0.5 0.0 1.0
0.6 1.4 -0.5
-0.5 2.3 -2.0
1.8 1.3 -0.4
-1.9 -0.3 0.8
0.0 -0.3 -0.1
0.5 0.3 -0.2
-0.2 -0.2 0.2
0.1 -0.2 0.5
-0.2 -0.1 -0.2
0.0 0.1 0.0
0.0 0.1 -0.2
0.1 0.1 0.6
0.3 0.3 0.4
-0.3 -0.4 -0.5
0.6 -0.1 0.2
-0.6 -0.6 -0.9
0.0 0.3 0.7
0.5 -0.4 -1.3
0.2 -0.7 1.0
1.2 -1.2 0.3
-1.6 1.0 -1.6
2.1 -1.2 0.8
-0.2 -0.1 0.6
0.1 1.0 -2.5
1.1 1.5 0.6
-1.7 -1.0 0.6
1.4 0.4 -1.0
-1.6 -0.6 0.8
-0.2 -0.3 -0.5
0.5 0.9 0.3
0.0 0.2 0.1
-0.3 0.4 0.1
-0.3 0.1 -0.2
0.1 -0.3 0.1
0.2 -0.2 0.8
0.1 0.0 0.1
0.4 -0.3 0.2
-0.5 -0.2 0.1
-0.1 0.1 -0.1
-0.2 0.2 0.5
-0.8 0.0 0.1
0.2 -0.1 0.0
-0.1 -0.1 0.2
0.1 0.1 -0.3
0.3 -0.3 -0.2
-0.6 0.3 -0.1
-0.5 -0.4 0.6
1.4 -1.3 1.2
0.2 1.0 -3.2
0.1 -0.1 0.7
-0.5 2.0 -0.3
0.9 -1.5 1.1
0.2 0.1 0.1
-1.7 0.5 0.6
1.5 0.0 0.5
-0.5 -0.1 -0.2
-0.3 -0.2 0.0
0.4 -0.6 -0.4
0.2 -0.1 -0.2
0.6 0.2 0.7
-0.3 0.0 -0.2
-0.3 -0.2 0.0
-0.2 0.4 -0.2
0.0 0.1 0.0
-0.1 0.0 -0.1
0.0 -0.1 -0.2
0.1 -0.1 0.0
-0.1 0.1 -0.3
0.0 -0.1 -0.1
-0.3 0.4 0.1
0.0 0.0 -0.3
0.1 -1.3 -0.1
-0.4 -0.3 -1.1
1.4 1.0 0.7
-1.3 -0.6 3.1
-1.0 -0.4 0.0
-0.5 1.4 -1.9
-1.6 -0.1 1.3
1.0 -0.4 0.1
0.6 -0.8 -1.9
0.3 -0.7 0.3
0.6 -1.0 -0.9
0.1 0.0 0.4
0.0 -0.1 0.1
-0.3 0.8 0.3
-0.2 0.4 0.6
0.2 0.6 0.0
0.1 0.8 -0.9
1.0 0.3 0.4
-0.5 0.0 -0.4
0.4 0.1 -0.2
-0.2 -0.4 -0.1
-0.2 0.4 0.4
-0.1 0.5 -0.1
0.2 0.3 0.0
0.2 -0.4 0.1
0.0 0.0 -0.2